Here is C2H3NO5S2 in the gas phase at a distorted geometry from the Open Molecules 2025 dataset. Energies are from ωB97M-V/def2-TZVPD.

Values from the calculation:
HOMO-LUMO gap in eV: 8.14
E_LUMO in eV: -1.53
HOMO in eV: -9.67
DFT total energy in eV: -35515.0811

```
! wB97M-V def2-TZVPD RIJCOSX def2/J DEFGRID3
* xyz 0 1
C -1.5385 1.0174 0.0615
C -2.7876 0.1697 0.2185
N 0.7043 0.8943 -0.3805
O -1.5367 2.1475 -0.3402
O 3.7873 -0.7890 -1.2430
O 1.6910 0.2522 -0.4643
O 2.5854 -2.4415 0.1341
O -0.4107 0.1570 -0.0726
S 3.4453 0.0137 1.5046
S 3.1053 -1.1517 -0.0512
H -2.5862 -0.7392 -0.4996
H -2.8922 -0.2742 1.2197
H -3.5667 0.7438 -0.0870
*
```